Entry from OMol25: a molecular structure, C27H24N5O2PdS2 (ωB97M-V/def2-TZVPD).

Summary:
energy above the lowest of the compared OMol25 structures with the same formula, charge and spin	218.8	kJ/mol
orbital gap (spin up / spin down)	5.401 / 5.400	eV
max |F|	2.96	eV Å⁻¹
LUMO level (spin up / spin down)	-5.87 / -5.87	eV

The geometry in ORCA input format:
```
! RIJCOSX wB97M-V def2-TZVPD def2/J DEFGRID3
* xyz 1 1
Pd -0.16093 -0.00319 0.29945
C 2.94644 -4.36029 1.04067
S 1.57438 -3.97698 2.15728
C 0.65140 -2.83955 1.21617
S 1.43805 -1.71490 0.13582
N -0.62455 -2.88399 1.39218
N -1.24443 -1.88731 0.72373
C -2.46621 -1.98031 0.39461
C -2.98025 -0.94708 -0.48891
C -4.32748 -0.78878 -0.75857
C -4.70976 0.18386 -1.67025
C -3.73102 0.94046 -2.29476
C -2.40274 0.72496 -1.96161
N -2.03675 -0.18753 -1.06907
H 3.67767 -4.90088 1.63663
H 3.39724 -3.45113 0.64950
H 2.59293 -4.99420 0.23205
H -3.05886 -2.84344 0.68435
H -5.05484 -1.42267 -0.26998
H -5.75476 0.33555 -1.90435
H -3.98500 1.67895 -3.04147
H -1.60281 1.28083 -2.43557
C -2.75585 1.55939 1.50352
N -1.50773 1.62741 0.73565
C -1.10093 2.72547 0.20929
C 0.02535 2.69067 -0.61015
C 0.77210 3.66572 -1.24480
C 1.82550 2.99741 -1.89621
C 1.67555 1.64879 -1.63315
N 0.56575 1.45604 -0.88606
C -2.81166 2.44156 2.73549
C -3.98880 3.12282 3.02119
C -4.11810 3.84193 4.20335
C -3.06909 3.88622 5.10691
C -1.88059 3.22942 4.81374
C -1.75495 2.51434 3.63369
H -2.89018 0.51849 1.80231
H -3.59223 1.82567 0.85114
H -1.62429 3.66575 0.38035
H 0.58715 4.72745 -1.20430
H 2.60287 3.42932 -2.50380
H 2.29237 0.83063 -1.96885
H -4.82093 3.07919 2.32696
H -5.04343 4.35935 4.41954
H -3.17421 4.43094 6.03563
H -1.05290 3.25659 5.51141
H -0.83899 1.99459 3.42066
O -0.24124 -0.25685 2.59300
C 0.78558 0.44835 2.71438
O 1.34496 0.90712 1.66545
C 1.34919 0.76119 4.04609
C 0.71325 0.28130 5.18740
C 1.23944 0.57209 6.43455
C 2.39545 1.33702 6.53809
C 3.02523 1.82022 5.39795
C 2.50213 1.53548 4.14770
H -0.18298 -0.31574 5.08551
H 0.75366 0.19951 7.32618
H 2.80830 1.56015 7.51319
H 3.92423 2.41533 5.48294
H 2.97888 1.89996 3.24762
*
```


Entry from OMol25: a molecular structure, C13H20ClIN2OPRhSe (ωB97M-V/def2-TZVPD).

Summary:
energy above the lowest of the compared OMol25 structures with the same formula, charge and spin	365.4	kJ/mol
expectation value of S²	6.05
orbital gap (spin up / spin down)	6.289 / 4.343	eV
max |F|	9.07	eV Å⁻¹
LUMO level (spin up / spin down)	-8.31 / -10.00	eV

The geometry in ORCA input format:
```
! RIJCOSX wB97M-V def2-TZVPD def2/J DEFGRID3
* xyz 2 5
C -0.41686 3.78603 -0.42444
I -2.39561 2.88205 3.16469
H -0.04772 3.57399 -1.46500
H 0.55043 4.02141 0.12863
H -1.20866 4.54746 -0.50196
Rh -0.67233 0.13583 -1.20971
P -2.62343 1.24752 -1.70442
C -3.85365 2.42923 -1.02456
C -2.37304 2.01508 -3.36723
H -2.66196 -0.94454 -2.50785
H -4.25635 -0.03342 -2.79933
H -3.86110 -0.69616 -1.14364
C -3.44447 -0.27350 -2.07404
H -1.71466 1.33818 -3.91228
H -3.37850 2.07459 -3.83180
H -4.66286 2.54896 -1.78001
H -3.41724 3.42117 -0.77591
H -1.94752 3.02533 -3.30000
H -4.27399 1.99937 -0.09388
C -0.85236 2.26381 -0.20504
O -1.80093 2.60903 0.59956
Cl 0.46100 -0.91763 -2.78478
C 0.45911 -1.47408 3.09012
N 1.45749 -1.44157 2.03051
C 1.43623 -0.54866 1.02271
Se 0.49311 1.03095 1.06180
N 2.44532 -0.88725 0.14612
C 3.15596 -1.98312 0.61915
C 4.35778 -2.51154 0.21787
C 4.75980 -3.67991 0.88782
C 4.03356 -4.11283 2.04612
C 3.03545 -3.32133 2.68761
C 2.53119 -2.31875 1.82513
H 0.56301 -2.39716 3.61373
H -0.55001 -1.37277 2.64594
H 0.59118 -0.61442 3.79751
H 2.55350 -0.49566 -0.80412
H 4.90989 -2.06209 -0.59623
H 5.61051 -4.25879 0.52439
H 4.27624 -5.17174 2.45680
H 2.73248 -3.43306 3.74003
*
```


Entry from OMol25: C11H17NOSi in the gas phase (ωB97M-V/def2-TZVPD).

Summary:
SMILES string	C=C[Si@](NCC)(OC)c1ccccc1
energy above the lowest of the compared OMol25 structures with the same formula, charge and spin	224.2	kJ/mol
orbital gap	9.139	eV
max |F|	5.55	eV Å⁻¹
LUMO level	0.77	eV

The geometry in ORCA input format:
```
! RIJCOSX wB97M-V def2-TZVPD def2/J DEFGRID3
* xyz 0 1
C -0.76099 0.19093 -4.16811
C -0.73751 1.25449 -3.25402
C -0.47601 -1.07925 -3.64759
C -0.54121 1.06139 -1.93321
C -0.22774 -1.24070 -2.31784
C -0.29437 -0.19023 -1.42412
C -0.86791 -3.25634 1.26134
C 0.05883 -2.35001 1.44113
C 2.83897 1.08401 2.89726
C -2.49469 1.14933 1.14126
C 1.69849 1.55141 1.98606
N 1.41641 0.50709 1.01521
O -1.35972 0.15118 1.32511
Si -0.00844 -0.21060 0.50681
H -1.12392 0.22465 -5.09172
H -0.69348 2.25844 -3.62746
H -0.35122 -1.81618 -4.42321
H -0.80364 1.82378 -1.28785
H 0.03367 -2.22857 -1.86749
H -0.98959 -4.29592 1.62984
H -1.77368 -2.90246 0.79590
H 0.99538 -2.68366 1.96200
H 3.41279 0.64632 2.08243
H 3.26696 1.77453 3.51566
H 2.64978 0.18971 3.49156
H -2.77763 0.97177 0.05512
H -2.12776 2.12506 1.23045
H -3.21818 0.83782 1.80750
H 0.78444 1.89946 2.49635
H 2.13632 2.48686 1.46800
H 2.33565 0.06568 0.93363
*
```


Entry from OMol25: a gas-phase ion, C6H13N2O (charge +1) (ωB97M-V/def2-TZVPD).

Summary:
SMILES string	C=[N+]1[C@H](O)[C@@H](C)CN1C
energy above the lowest of the compared OMol25 structures with the same formula, charge and spin	398.3	kJ/mol
orbital gap	9.304	eV
max |F|	4.40	eV Å⁻¹
LUMO level	-4.39	eV

The geometry in ORCA input format:
```
! RIJCOSX wB97M-V def2-TZVPD def2/J DEFGRID3
* xyz 1 1
C 1.94428 -0.30836 -1.49013
C -0.33417 0.50877 1.13121
C -1.18189 0.62569 -0.08516
C -0.47766 -0.34128 -1.09228
C -2.56725 0.04927 0.24475
C 2.20006 0.00533 1.49824
N 1.04915 0.46319 0.72311
N 0.91510 -0.22495 -0.74193
O -0.64830 0.04570 -2.43933
H 2.92981 -0.17015 -1.19533
H 1.98001 -0.79898 -2.47645
H -0.39933 1.22228 1.93997
H -0.66106 -0.35715 1.66555
H -1.17829 1.65768 -0.44208
H -0.66113 -1.44028 -0.68916
H -2.63794 -1.06540 0.61031
H -3.33992 0.12861 -0.60516
H -3.14993 0.52921 1.07998
H 1.85828 0.16424 2.55358
H 2.53671 -0.96773 1.37561
H 3.15248 0.60268 1.34715
H -1.32902 -0.32836 -2.91246
*
```


Entry from OMol25: a molecular structure, C3H6OS2 (ωB97M-V/def2-TZVPD).

Summary:
energy above the lowest of the compared OMol25 structures with the same formula, charge and spin	451.0	kJ/mol
orbital gap (spin up / spin down)	6.070 / 6.065	eV
max |F|	2.77	eV Å⁻¹
LUMO level (spin up / spin down)	-0.67 / -0.68	eV

The geometry in ORCA input format:
```
! RIJCOSX wB97M-V def2-TZVPD def2/J DEFGRID3
* xyz 0 1
C -2.24266 -0.57266 -0.38394
C -3.16437 -0.46468 0.75137
C 3.11694 0.79543 -0.66967
O 0.94144 -0.46773 0.35758
S -0.80624 -0.47720 -0.92205
S 2.49403 -0.71308 0.08565
H -4.20970 0.06345 0.55335
H -3.34017 -1.60228 0.94833
H -2.54016 -0.10182 1.64888
H 4.22715 0.86068 -0.86205
H 2.77128 1.54368 0.10921
H 2.75248 1.13622 -1.61666
*
```


Entry from OMol25: a molecular structure, C21H49NO11PS2 (ωB97M-V/def2-TZVPD).

Summary:
energy above the lowest of the compared OMol25 structures with the same formula, charge and spin	0.0	kJ/mol
orbital gap	7.852	eV
max |F|	0.36	eV Å⁻¹
LUMO level	2.27	eV

The geometry in ORCA input format:
```
! RIJCOSX wB97M-V def2-TZVPD def2/J DEFGRID3
* xyz -1 1
C 4.57212 -0.37540 -2.19547
C 5.68748 0.66258 -2.20742
O 5.97125 1.14932 -3.51371
C 5.02898 2.11562 -3.96436
C 5.57129 3.52637 -3.78717
C 4.60607 4.62105 -4.24617
C 3.29187 4.63856 -3.45327
C 3.30123 5.63521 -2.30637
S 2.23359 5.15507 -0.95761
O 2.17685 6.29702 -0.07443
O 2.79503 3.92994 -0.41285
N 0.85952 4.92282 -1.73168
S -0.14979 3.75302 -1.38679
O -0.31644 3.49444 0.03063
O -1.36227 3.98890 -2.15011
P 0.80350 1.94527 -2.18160
C -0.41428 0.76363 -1.46540
C 0.14586 2.03058 -3.90666
H 3.58597 0.08579 -2.26539
H 4.70273 -1.05750 -3.03956
H 4.60542 -0.95506 -1.26999
H 5.42442 1.49738 -1.54353
H 6.62136 0.23113 -1.84078
H 4.82582 1.91827 -5.02314
H 4.08369 1.98918 -3.42930
H 6.51034 3.58440 -4.34527
H 5.81832 3.68189 -2.73085
H 5.10842 5.58691 -4.12707
H 4.41445 4.51110 -5.31879
H 3.11824 3.65358 -3.01867
H 2.43191 4.84247 -4.09220
H 3.00718 6.63796 -2.61901
H 4.28364 5.68526 -1.82699
H -0.26210 0.70492 -0.38674
H -1.44928 1.04200 -1.66160
H -0.22419 -0.22104 -1.90166
H -0.80948 2.55038 -3.94213
H 0.02949 1.00494 -4.26907
H 0.86236 2.54420 -4.55206
C -4.99357 -4.31440 0.23171
O -4.94160 -2.91139 0.17183
C -6.14424 -2.33809 -0.29908
C -6.17646 -0.85104 -0.01994
O -6.45277 -0.53536 1.33528
C -5.34214 -0.59492 2.21916
C -4.47704 0.64540 2.20914
O -3.69653 0.69953 1.04131
C -3.21816 2.00327 0.75542
H -5.12776 -4.75791 -0.76335
H -4.04877 -4.65912 0.64810
H -5.81407 -4.65674 0.87421
H -7.00567 -2.81711 0.18663
H -6.23668 -2.49399 -1.38441
H -7.00696 -0.43093 -0.59167
H -5.24666 -0.38588 -0.35347
H -4.72814 -1.47453 2.01123
H -5.76896 -0.69422 3.22001
H -3.82813 0.60426 3.09915
H -5.10866 1.53898 2.29885
H -4.04746 2.70505 0.61585
H -2.63842 1.95358 -0.15939
H -2.56278 2.37823 1.54754
C -0.86619 -0.52892 2.99218
O -0.40977 -1.72542 3.59260
C -1.44332 -2.40723 4.26523
C -1.04384 -3.83865 4.54826
O -1.11278 -4.68356 3.40877
C -0.01353 -4.61877 2.51474
C 1.14082 -5.50987 2.91401
O 1.85261 -4.95748 4.00313
C 2.65995 -5.90160 4.65939
H -1.20460 0.19264 3.74564
H -0.03781 -0.09384 2.43784
H -1.69360 -0.72930 2.30235
H -2.35989 -2.40417 3.65888
H -1.67150 -1.90943 5.22049
H -1.76819 -4.25116 5.25408
H -0.05087 -3.86761 5.00302
H 0.32893 -3.59096 2.38048
H -0.39142 -4.99033 1.55940
H 1.80748 -5.62580 2.04686
H 0.75623 -6.50335 3.18167
H 2.06479 -6.73968 5.04205
H 3.14232 -5.39487 5.49320
H 3.43527 -6.30536 3.99592
*
```


Entry from OMol25: a molecular structure, C7H13Cl4CrO6 (ωB97M-V/def2-TZVPD).

Summary:
expectation value of S²	8.75
orbital gap (spin up / spin down)	6.799 / 8.955	eV
max |F|	5.75	eV Å⁻¹
LUMO level (spin up / spin down)	-0.79 / -0.63	eV

The geometry in ORCA input format:
```
! RIJCOSX wB97M-V def2-TZVPD def2/J DEFGRID3
* xyz 0 6
Cr 2.36942 0.93293 2.75310
Cl 1.10891 0.19609 0.80668
C -0.90109 -1.71912 2.91384
O -0.68950 -1.53332 4.25031
C 0.04885 -0.52382 4.64371
O 0.70918 0.25975 3.96839
O -0.02435 -0.54124 6.03060
C 0.71571 0.41007 6.85914
H -1.80084 -2.32167 2.78947
H 0.01175 -2.18324 2.54045
H -1.04359 -0.79208 2.35850
H 0.36753 0.39018 7.89185
H 0.49813 1.38738 6.42830
H 1.78789 0.21381 6.86128
C 1.22531 1.26650 -2.68191
O 0.38199 1.44349 -3.79954
C 0.90717 1.38236 -5.05861
O 2.12790 1.18496 -5.37232
O -0.05837 1.58168 -6.05315
C -1.41685 1.55377 -5.85945
H 0.64547 0.79220 -1.89012
H 1.68192 2.22038 -2.41787
H 2.05419 0.60315 -2.92894
H -1.95675 2.07452 -6.65029
H -1.80422 2.07090 -4.98160
H -1.74667 0.51667 -5.92058
C -0.96409 -2.07420 -1.47236
Cl 0.22349 -3.36767 -1.48040
Cl -2.13060 -2.44044 -0.20188
Cl -1.80650 -1.88751 -3.04379
H -0.52138 -1.09638 -1.28270
*
```


Entry from OMol25: a gas-phase ion, C4H10N3O (charge +1) (ωB97M-V/def2-TZVPD).

Summary:
energy above the lowest of the compared OMol25 structures with the same formula, charge and spin	264.2	kJ/mol
expectation value of S²	2.01
orbital gap (spin up / spin down)	6.003 / 7.901	eV
max |F|	5.61	eV Å⁻¹
LUMO level (spin up / spin down)	-3.84 / -7.27	eV

The geometry in ORCA input format:
```
! RIJCOSX wB97M-V def2-TZVPD def2/J DEFGRID3
* xyz 1 3
C 0.93076 2.35058 0.00415
C -1.34572 -0.39365 -1.19505
C -0.19512 -2.07898 -0.11036
C -0.11727 0.20624 0.77854
N -0.11389 1.61887 0.08753
N -0.68882 -0.72197 -0.17559
N 1.18482 -0.30629 1.08226
O -1.77902 0.77451 -1.56962
H 0.65227 3.28070 -0.38925
H 1.87480 2.12875 0.57673
H -1.67959 -1.05327 -1.92778
H -0.82575 -2.80861 -0.70051
H 0.69375 -2.23265 -0.55141
H -0.03860 -2.38884 0.96728
H -0.67185 0.35972 1.79794
H -1.45159 1.50590 -1.01148
H 1.60653 0.20479 1.97189
H 1.96426 -0.44579 0.36473
*
```